# 1
# CH5Cl2NP

A cluster of 2 separate species, CH5Cl2NP in total (ωB97M-V with the def2-TZVPD basis set, OMol25).

```
10
CH5Cl2NP, DFT ωB97M-V with the def2-TZVPD basis set
C -0.13048 -0.71944 0.42717
N 0.90835 -0.15722 -0.34777
P -1.71704 0.31694 0.32054
Cl -0.68650 2.11761 0.44847
Cl -1.80929 0.37075 -1.72495
H 0.18814 -0.38768 1.89422
H -0.17152 -1.85853 0.42599
H 1.44213 -0.61883 -1.01493
H 0.42746 0.72503 -0.72160
H 1.54876 0.21136 0.29287
```

The energy relative to the best compared isomer or geometry (same formula, charge and spin) is 3.421 eV. The LUMO energy (alpha / beta) comes out at -4.23 / -8.52 eV. For the frontier orbital gap (alpha / beta), the calculation gives 6.006 / 7.053 eV. Its multiplicity is 3. As for the expectation value of S²: 2.0049. Its net charge is +1. For the strongest force on any atom, the calculation gives 7.4 eV/Å.

# 2
# C28H30N5O2S2SiSr

A structure of composition C28H30N5O2S2SiSr (ωB97M-V with the def2-TZVPD basis set, OMol25).

```
69
C28H30N5O2S2SiSr, DFT ωB97M-V with the def2-TZVPD basis set
Sr 0.30118 -0.63472 -0.54106
N 0.25003 0.60814 1.85152
C 1.36526 0.30678 2.65186
C 1.16192 -0.43568 3.81466
C 2.22076 -0.78671 4.63480
C 3.50678 -0.39299 4.30052
C 3.70808 0.32368 3.13033
C 2.66573 0.67470 2.27222
C 2.98816 1.37680 0.99526
C 3.79502 2.51557 1.07531
C 4.21420 3.15965 -0.07859
C 3.82618 2.64980 -1.30836
C 3.00958 1.52505 -1.36206
C 2.54134 0.83823 -0.23002
H -0.63182 0.47132 2.32340
H 0.27373 1.49121 1.34901
H 0.15439 -0.75226 4.06073
H 2.03315 -1.36800 5.52943
H 4.34735 -0.65745 4.93022
H 4.71245 0.60464 2.83581
H 4.08795 2.90614 2.04563
H 4.82876 4.05106 -0.01523
H 4.14581 3.13976 -2.22310
H 2.71404 1.18580 -2.35639
C -0.10841 5.48505 -5.27670
Si -0.20392 4.80330 -3.51365
C -1.73503 5.59423 -2.75029
C 1.36903 5.33145 -2.63481
C -0.34991 2.92946 -3.64461
C -0.26279 2.29784 -4.87195
C -0.33035 0.90622 -4.98325
C -0.48126 0.19909 -3.81020
N -0.57075 0.77351 -2.61272
C -0.50679 2.11472 -2.48731
S -0.62480 2.80313 -0.90250
H -0.04657 6.57527 -5.23341
H -0.99585 5.23053 -5.86102
H 0.76922 5.13073 -5.82112
H -1.65823 6.68313 -2.81605
H -1.85536 5.30553 -1.70901
H -2.62923 5.28616 -3.29821
H 1.37894 6.41836 -2.51470
H 2.24930 5.04931 -3.21700
H 1.45207 4.86325 -1.65565
H -0.13430 2.88679 -5.77431
H -0.25505 0.39691 -5.93367
H -0.52118 -0.88764 -3.80994
S -4.73912 0.14582 -0.61411
C -4.44104 -1.39986 0.06337
C -3.13372 -1.49431 0.41540
N -2.37527 -0.37723 0.16065
C -3.10444 0.56102 -0.37642
H -5.20749 -2.14564 0.18479
H -2.66449 -2.33602 0.89787
H -2.67283 1.51798 -0.66060
C -0.75620 -5.86549 2.72233
N -0.44014 -5.10430 1.52857
C 0.05106 -5.72297 0.41793
C 0.37608 -5.03292 -0.68554
C 0.21625 -3.58882 -0.65159
O 0.51423 -2.88482 -1.64365
N -0.24401 -2.99199 0.46859
C -0.60973 -3.70492 1.55919
O -1.09093 -3.19714 2.56858
H -1.09516 -6.86116 2.43689
H -1.54103 -5.34728 3.26486
H 0.11443 -5.95375 3.37646
H 0.15066 -6.79890 0.49046
H 0.75688 -5.51582 -1.57105
```

The energy relative to the best compared isomer or geometry (same formula, charge and spin) is 0.011 eV. The LUMO energy comes out at 2.32 eV. For the frontier orbital gap, the calculation gives 6.626 eV. Its net charge is -1. For the strongest force on any atom, the calculation gives 0.8 eV/Å.

# 3
# C5H5IO2

An isolated molecule of C5H5IO2 (ωB97M-V with the def2-TZVPD basis set, OMol25).

```
13
C5H5IO2, DFT ωB97M-V with the def2-TZVPD basis set
C -0.70287 -0.15271 0.97187
C -0.93137 1.12058 0.70375
C -0.25575 1.91683 -0.29136
C -0.10833 -1.40964 0.69757
C 0.95474 -1.17918 -0.46474
O -0.78121 2.92617 -0.73814
O 0.58207 -0.60231 -1.60338
I 2.85862 -0.58592 0.16306
H -1.92770 1.46353 1.25944
H 0.76587 1.43084 -0.41211
H 0.48353 -1.71040 1.57876
H -0.94271 -1.99278 0.15488
H 0.00512 -1.22503 -2.01960
```

The energy relative to the best compared isomer or geometry (same formula, charge and spin) is 3.512 eV. The LUMO energy (alpha / beta) comes out at -0.27 / -0.21 eV. For the frontier orbital gap (alpha / beta), the calculation gives 7.852 / 8.063 eV. Its net charge is 0. For the strongest force on any atom, the calculation gives 4.3 eV/Å.

# 4
# C3H4N2OS

An isolated molecule of C3H4N2OS (ωB97M-V with the def2-TZVPD basis set, OMol25).

```
11
C3H4N2OS, DFT ωB97M-V with the def2-TZVPD basis set
C -0.27429 0.30975 0.91196
C -0.88210 -0.83823 0.66021
C 0.24424 -0.27543 -1.17718
H 1.04720 1.13756 2.54570
H -1.44665 -1.51879 1.31808
H 0.31355 -0.90970 -3.02061
H 0.69369 1.60818 -0.50533
N 0.71070 -0.21134 -2.34149
N 0.46139 0.69741 -0.20690
O -0.55730 -1.22884 -0.60778
S -0.31042 1.22943 2.42333
```

The energy relative to the best compared isomer or geometry (same formula, charge and spin) is 1.139 eV. The LUMO energy comes out at 0.66 eV. The SMILES is [H]/N=c1/[nH]c(S)co1. For the frontier orbital gap, the calculation gives 8.929 eV. Its net charge is 0. For the strongest force on any atom, the calculation gives 1.9 eV/Å.

# 5
# C4H10O3

A structure of composition C4H10O3 (ωB97M-V with the def2-TZVPD basis set, OMol25).

```
17
C4H10O3, DFT ωB97M-V with the def2-TZVPD basis set
C 2.73488 0.63876 0.19270
O 1.53184 -0.07092 0.52258
C 0.20627 -0.31214 -0.67484
C -0.88007 -0.58705 0.33240
O -0.64468 0.57596 1.06650
C -2.34772 -0.64980 -0.16647
O -2.70942 0.56835 -0.76640
H 3.56052 0.38509 0.87902
H 2.58584 1.72308 0.21957
H 3.03311 0.33014 -0.80982
H -0.07738 0.58212 -1.25228
H 0.81317 -1.03539 -1.18600
H -0.67070 -1.52520 0.87622
H 0.70518 0.46710 1.10557
H -2.98280 -0.86097 0.71543
H -2.53270 -1.45591 -0.89126
H -2.32534 1.22677 -0.16292
```

The energy relative to the best compared isomer or geometry (same formula, charge and spin) is 4.168 eV. The LUMO energy comes out at 0.68 eV. For the frontier orbital gap, the calculation gives 9.817 eV. Its net charge is 0. For the strongest force on any atom, the calculation gives 1.5 eV/Å.

# 6
# C10H15N3O

A cluster of 2 separate species, C10H15N3O in total (ωB97M-V with the def2-TZVPD basis set, OMol25).

```
29
C10H15N3O, DFT ωB97M-V with the def2-TZVPD basis set
C 2.58614 -1.39669 -1.43158
C 1.94169 -0.84601 0.64861
C -2.81588 -0.06971 -0.86074
C -2.26880 -1.40653 -1.35671
C 0.23409 2.04972 -0.91126
C 0.26214 1.93478 0.68336
C -1.94515 -0.88561 -0.03373
C 0.24887 0.73116 -0.17867
C 1.46008 2.42934 1.50427
C -1.94302 -1.60373 1.27401
N 1.66368 -0.50766 -1.61181
N 2.71100 -1.73888 -0.09082
N 1.33178 -0.14665 -0.32804
O 1.82846 -0.84446 1.86032
H 3.07224 -1.84375 -2.17341
H -2.43715 0.71311 -1.35177
H -3.95334 0.02978 -0.67343
H -2.96631 -2.18474 -1.43136
H -1.62780 -1.29540 -2.11209
H -0.65099 2.31057 -1.29181
H 1.05668 2.36356 -1.41833
H -0.57594 2.20531 1.27880
H 1.74367 1.56242 1.95348
H 1.01915 3.12998 2.12537
H 2.30094 2.77557 0.89200
H -2.92319 -2.07328 1.33353
H -1.75760 -0.92907 2.22249
H -1.01304 -2.15718 1.22748
H 3.41761 -2.30594 0.25182
```

The energy relative to the best compared isomer or geometry (same formula, charge and spin) is 6.226 eV. The LUMO energy (alpha / beta) comes out at 0.30 / 0.76 eV. For the frontier orbital gap (alpha / beta), the calculation gives 7.670 / 8.135 eV. Its net charge is 0. For the strongest force on any atom, the calculation gives 5.3 eV/Å.